DFT (ωB97M-V/def2-TZVPD) results for C29H28GaIN6O3 as an isolated structure.

The geometry in XYZ format:
```
68
Properties=species:S:1:pos:R:3
Ga -1.426 0.505 -2.088
C -1.865 -0.888 1.971
C -1.091 -2.041 1.458
N -0.603 -2.937 2.299
C 0.090 -3.955 1.820
C 0.370 -4.192 0.441
C 1.183 -5.434 0.151
O 0.626 -6.550 0.799
C -0.132 -3.295 -0.471
C 0.175 -3.308 -1.901
N -0.478 -2.570 -2.674
C -1.149 -2.081 -3.693
C -1.580 -2.980 -4.711
C -2.291 -2.482 -5.771
C -2.624 -1.124 -5.796
C -2.250 -0.261 -4.763
C -1.509 -0.694 -3.679
I -3.578 1.453 -1.289
C -0.902 -2.160 0.018
O -1.333 -1.288 -0.764
H -1.856 -0.887 3.056
H -2.894 -0.930 1.601
H -1.454 0.052 1.590
H 0.490 -4.661 2.539
H 2.179 -5.300 0.583
H 1.321 -5.605 -0.922
H -0.150 -6.864 0.322
H 1.026 -3.874 -2.290
H -1.304 -4.023 -4.656
H -2.598 -3.129 -6.580
H -3.216 -0.745 -6.618
H -2.602 0.763 -4.796
C 0.089 3.758 -5.421
C -0.389 2.929 -4.331
N -0.764 2.275 -3.467
H -0.748 4.317 -5.836
H 0.528 3.121 -6.188
H 0.840 4.451 -5.044
C -0.018 -0.370 5.629
C 0.521 0.809 4.877
C -0.317 1.648 4.147
C 0.165 2.766 3.483
C 1.524 3.056 3.530
N 2.092 4.182 2.878
C 1.604 4.886 1.810
O 1.821 6.050 1.603
N 0.762 4.159 0.924
C 0.977 2.902 0.410
C 2.094 2.108 0.687
C 2.190 0.852 0.116
C 1.186 0.386 -0.706
N 0.111 1.141 -0.972
C 0.011 2.365 -0.445
C 2.380 2.231 4.260
C 1.879 1.128 4.926
H -1.052 -0.576 5.356
H 0.007 -0.188 6.705
H 0.571 -1.267 5.435
H -1.382 1.454 4.126
H -0.525 3.421 2.972
H 2.797 4.690 3.391
H 0.185 4.785 0.382
H 2.883 2.478 1.323
H 3.056 0.234 0.304
H 1.235 -0.587 -1.175
H -0.885 2.923 -0.689
H 3.438 2.461 4.314
H 2.558 0.509 5.500
```

Its spin multiplicity is 1. Its molar mass is 705.2 u. For the orbital gap (spin up / spin down), the calculation gives 4.2 / 4.5 eV. Its total charge is +2.

Mulliken atomic charge list, values in e, 2 entries: Ga 0.76; C -0.70

=====

DFT (ωB97M-V/def2-TZVPD) results for a 2-piece molecular cluster, C29H28N3O5S2 overall.

The geometry in XYZ format:
```
67
Properties=species:S:1:pos:R:3
C 0.233 3.373 6.088
N -1.109 3.408 5.536
C -2.135 3.779 6.490
C -1.378 2.814 4.330
C -0.459 1.892 3.770
C -0.713 1.306 2.543
C -1.757 1.760 1.720
C -1.992 1.270 0.333
C -2.678 0.088 0.158
C -3.246 -0.318 -1.129
O -2.879 0.060 -2.245
N -4.364 -1.185 -1.004
C -5.200 -1.321 -2.198
C -4.216 -2.329 -0.232
S -5.123 -3.716 -0.452
N -3.250 -2.184 0.746
C -3.203 -3.257 1.738
C -3.041 -0.857 1.232
O -3.208 -0.599 2.417
C -2.657 2.688 2.271
C -2.543 3.132 3.581
H 0.977 3.663 5.332
H 0.268 4.085 6.918
H 0.489 2.373 6.472
H -3.019 4.191 5.993
H -2.442 2.921 7.110
H -1.702 4.530 7.158
H 0.444 1.604 4.320
H -0.078 0.494 2.186
H -2.087 2.047 -0.437
H -6.145 -1.761 -1.873
H -5.353 -0.338 -2.647
H -4.729 -2.006 -2.917
H -2.319 -3.125 2.356
H -4.108 -3.250 2.352
H -3.160 -4.197 1.184
H -3.490 3.006 1.640
H -3.325 3.750 4.022
C 1.759 -0.067 -6.357
C 2.325 -0.426 -5.128
C 1.897 0.190 -3.947
C 0.882 1.155 -3.991
S 0.482 2.143 -2.525
C -0.275 1.146 -1.286
C 0.541 0.433 -0.306
O 0.329 -0.761 -0.041
C 1.534 1.251 0.487
C 1.384 2.633 0.691
C 2.231 3.314 1.565
C 3.225 2.615 2.259
C 3.386 1.239 2.058
C 2.541 0.561 1.174
O 1.779 2.595 -2.078
O -0.528 3.090 -2.940
C 0.300 1.497 -5.218
C 0.740 0.887 -6.395
H 2.116 -0.526 -7.280
H 3.118 -1.174 -5.088
H 2.364 -0.063 -2.995
H -1.075 0.582 -1.769
H 0.581 3.162 0.180
H 2.110 4.396 1.686
H 3.874 3.148 2.963
H 4.160 0.685 2.588
H 2.650 -0.513 0.999
H -0.475 2.262 -5.247
H 0.285 1.178 -7.344
```

Its spin multiplicity is 1. Its molar mass is 562.7 u. For the orbital gap, the calculation gives 6.9 eV. Its total charge is -1.

Mulliken atomic charge list, values in e, 2 entries: C -1.03; N 0.09

=====

DFT (ωB97M-V/def2-TZVPD) results for C29H28N6OPdS as an isolated structure.

The geometry in XYZ format:
```
66
Properties=species:S:1:pos:R:3
Pd 1.546 1.073 -0.049
C -2.249 -1.534 3.131
C -0.932 -1.886 2.860
C -0.047 -0.944 2.360
C -0.487 0.362 2.140
C -1.815 0.715 2.395
C -2.688 -0.236 2.894
N 0.423 1.310 1.627
C 0.565 2.543 2.166
C 0.050 2.954 3.422
C 0.318 4.220 3.882
C 1.101 5.104 3.128
C 1.646 4.729 1.901
C 1.375 3.466 1.425
N 1.826 2.961 0.206
N 2.794 3.556 -0.454
C 3.294 2.781 -1.446
C 4.224 3.281 -2.366
C 4.724 2.437 -3.331
C 4.307 1.104 -3.376
C 3.392 0.658 -2.447
N 2.896 1.471 -1.506
H -2.932 -2.270 3.534
H -0.587 -2.892 3.058
H 0.987 -1.202 2.174
H -2.152 1.727 2.208
H -3.711 0.039 3.113
H -0.509 2.253 4.023
H -0.056 4.533 4.846
H 1.303 6.095 3.512
H 2.261 5.408 1.328
H 4.522 4.316 -2.292
H 5.442 2.807 -4.049
H 4.691 0.419 -4.117
H 3.042 -0.365 -2.426
C -3.902 1.334 -2.119
C -3.242 1.057 -0.779
N -2.526 -0.224 -0.731
C -3.276 -1.455 -0.397
C -3.743 -2.212 -1.630
C -1.254 -0.321 -1.015
S -0.336 1.026 -1.640
N -0.630 -1.486 -1.083
C 0.651 -1.800 -0.744
O 1.517 -0.979 -0.357
C 0.989 -3.218 -0.819
C 0.071 -4.152 -1.316
C 0.413 -5.490 -1.371
C 1.667 -5.901 -0.936
C 2.584 -4.979 -0.439
C 2.250 -3.642 -0.378
H -4.401 2.301 -2.080
H -4.652 0.583 -2.356
H -3.172 1.361 -2.928
H -3.976 1.028 0.026
H -2.526 1.842 -0.523
H -4.116 -1.142 0.221
H -2.621 -2.070 0.222
H -4.456 -1.637 -2.215
H -4.236 -3.131 -1.315
H -2.904 -2.478 -2.270
H -0.896 -3.822 -1.665
H -0.290 -6.213 -1.757
H 1.936 -6.947 -0.988
H 3.556 -5.310 -0.103
H 2.953 -2.918 0.012
```

The expectation value of S² is 6.059. Its spin multiplicity is 5. Its molar mass is 615.1 u. For the orbital gap (spin up / spin down), the calculation gives 6.3 / 5.0 eV. Its total charge is +2.

Mulliken atomic charge list, values in e, 2 entries: Pd 0.45; C -0.69

=====

DFT (ωB97M-V/def2-TZVPD) results for C29H29CdN7O4 as an isolated structure.

The geometry in XYZ format:
```
70
Properties=species:S:1:pos:R:3
Cd -0.014 -0.021 0.754
C -4.429 -0.798 1.147
C -5.037 0.479 1.255
C -4.291 1.587 1.013
C -2.897 1.493 0.632
N -2.317 0.226 0.593
C -3.094 -0.843 0.830
N -2.305 2.622 0.328
C -0.992 2.844 0.013
N 0.100 2.042 0.225
C 1.249 2.706 -0.125
N 2.555 2.334 0.051
C 3.040 1.221 0.541
C 4.479 1.169 0.709
C 5.094 0.092 1.261
C 4.318 -1.028 1.658
C 2.960 -0.943 1.458
N 2.311 0.106 0.943
C 0.888 3.984 -0.618
C 1.619 5.049 -1.167
C 0.943 6.168 -1.598
C -0.470 6.262 -1.490
C -1.209 5.231 -0.956
C -0.542 4.075 -0.522
H -4.990 -1.708 1.318
H -6.082 0.567 1.537
H -4.701 2.586 1.077
H -2.590 -1.805 0.776
H 5.036 2.040 0.391
H 6.171 0.084 1.400
H 4.767 -1.906 2.104
H 2.327 -1.785 1.743
H 2.698 4.980 -1.249
H 1.491 6.999 -2.034
H -0.968 7.158 -1.850
H -2.289 5.295 -0.875
C 0.609 1.868 3.419
O -0.057 0.682 3.899
C -0.180 -0.302 3.055
C -0.912 -1.407 3.721
H 1.607 1.622 3.059
H 0.665 2.551 4.264
H 0.047 2.325 2.606
H -1.058 -1.235 4.791
H -0.397 -2.352 3.542
H -1.884 -1.508 3.224
C -1.743 -4.983 -1.847
C -1.215 -5.727 -0.620
C -0.020 -5.024 0.053
C 0.558 -5.914 1.169
C 1.745 -5.254 1.877
C 1.063 -4.797 -0.983
O 1.698 -5.712 -1.485
N 1.270 -3.508 -1.344
C 0.613 -2.372 -0.811
O 0.856 -1.295 -1.339
N -0.206 -2.519 0.240
C -0.562 -3.727 0.711
O -1.333 -3.870 1.656
H -2.633 -5.475 -2.244
H -0.991 -4.958 -2.638
H -2.014 -3.957 -1.592
H -0.918 -6.742 -0.897
H -2.001 -5.793 0.134
H 0.861 -6.869 0.734
H -0.241 -6.093 1.888
H 2.572 -5.101 1.181
H 2.102 -5.870 2.704
H 1.451 -4.284 2.280
H 1.952 -3.325 -2.063
```

Its spin multiplicity is 1. Its molar mass is 652.0 u. For the orbital gap, the calculation gives 3.5 eV. Its total charge is -2.

Mulliken atomic charge list, values in e, 2 entries: Cd 2.59; C -1.06

=====

> Which value of spin multiplicity does entry 3 give?

5